83
Properties=species:S:1:pos:R:3 method="wB97M-V/def2-TZVPD" charge=-1 gap_ev=6.88 relative_energy_kcal_mol=0.0 energy_ha=-5014.16210
C 2.59 -1.43 0.84
H -4.92 4.92 2.89
C 2.40 -2.12 -4.50
H 2.70 4.90 0.31
C 4.01 -2.94 2.07
C -0.27 6.51 0.00
C -0.48 0.30 -1.62
C -1.69 2.26 -4.58
H 0.73 1.36 3.80
C 1.42 1.25 2.95
H 2.09 -7.33 2.55
H 1.76 7.19 0.12
C -4.39 2.44 -0.02
H -2.65 4.46 2.07
H -6.87 3.80 1.84
H 2.23 0.59 3.25
C -5.67 2.70 0.44
C 1.63 -1.45 1.85
H -0.25 -3.80 1.91
Se -5.30 -1.49 0.52
C 1.63 5.05 0.23
C -1.03 1.43 -2.42
C 1.29 -2.39 -3.70
H 0.72 -5.46 3.44
H -1.66 2.19 -5.67
C 0.37 -0.59 1.74
C -0.65 -0.87 2.82
C 1.89 -2.24 2.97
C -3.54 -1.18 0.46
C 1.11 6.33 0.12
C 3.77 -2.15 0.95
C 1.28 -5.79 -0.37
H 2.25 -1.67 -5.48
Al -0.51 -0.90 -0.03
C -3.49 3.97 1.60
H 2.42 -7.54 0.10
H 0.30 -2.15 -4.07
H -1.05 -1.89 2.75
C -1.76 2.44 -1.80
Sb -0.34 -3.30 -1.25
C -4.78 4.23 2.06
H 1.83 2.23 2.71
H 4.49 -2.11 0.14
C 1.64 -6.61 1.87
C -5.87 3.60 1.48
C -3.28 3.09 0.54
H -4.24 1.71 -0.81
C 0.34 -4.62 1.50
H -0.24 -0.75 3.83
C 0.78 3.95 0.25
C 0.54 -4.70 0.12
H -6.51 2.18 0.00
H -0.44 0.54 -4.28
H 1.16 -2.29 3.77
C 1.45 -2.95 -2.42
C -2.42 3.27 -3.97
H 1.19 2.95 0.35
C 3.06 -2.98 3.08
C 3.85 -2.98 -2.80
H 2.41 -0.83 -0.05
C -1.00 1.35 -3.81
C 3.68 -2.42 -4.06
C 2.74 -3.24 -1.99
C -2.45 3.35 -2.59
H -2.18 5.55 -0.11
C -0.60 4.11 0.13
H 4.84 -3.22 -2.45
H -1.50 -0.19 2.71
H -2.96 4.00 -4.57
H 1.43 -5.90 -1.43
C 1.84 -6.72 0.50
C -1.11 5.40 0.00
H 4.54 -2.21 -4.69
C 0.88 -5.56 2.37
O 0.75 0.81 1.79
H 2.90 -3.67 -1.01
N -2.40 -0.96 0.45
H -0.69 7.50 -0.10
H 3.23 -3.60 3.96
H -3.02 4.14 -2.11
P -1.61 2.57 0.03
H 4.93 -3.52 2.15
O 0.74 0.06 -1.65